1.
DFT (ωB97M-V/def2-TZVPD) results for a 11-piece molecular cluster, C7H36N14O11 overall.

Cartesian coordinates (Å):
O  -2.6005  -2.5572  1.1608
H  -2.2558  -1.9739  1.8369
H  -3.5456  -2.5675  1.3119
O  -4.8570  -0.6566  1.6214
H  -5.0335  -0.1393  2.4072
H  -4.0050  -0.3454  1.3155
O  -0.2417  -0.1490  0.4917
H  0.0013  -0.7280  -0.2307
H  -1.1817  -0.0074  0.3801
O  -2.0994  -0.7797  3.0888
H  -1.5710  -0.3256  3.7452
H  -2.6224  -0.0890  2.6819
C  -1.3808  1.4779  -2.9766
O  -1.9402  0.4961  -2.5968
N  -2.0435  2.3821  -3.7673
N  -0.1736  1.7532  -2.6544
H  -3.0511  2.3330  -3.7179
H  -1.5599  3.1799  -4.1543
H  0.1463  2.6919  -2.4633
H  0.1397  1.0341  -2.0181
C  0.0638  3.0286  1.9730
O  0.3497  3.0545  0.7476
N  0.2549  2.0720  2.8541
N  -0.5392  4.0456  2.4991
H  0.2083  2.2616  3.8451
H  0.7567  1.2731  2.4937
H  -0.5896  4.8768  1.9277
H  -1.2024  3.7664  3.2078
C  1.9151  -0.9109  -3.5530
O  1.6222  -1.1130  -2.4080
N  1.0937  -0.4925  -4.4782
N  3.1235  -1.1188  -3.9844
H  1.4208  -0.0794  -5.3399
H  0.1844  -0.1811  -4.1678
H  3.3257  -0.8460  -4.9356
H  3.7758  -1.7178  -3.4989
C  -3.5250  2.3242  0.5397
O  -3.2636  1.3975  1.2485
N  -4.6701  2.5666  -0.0488
N  -2.6622  3.1593  0.0374
H  -4.6999  3.2909  -0.7521
H  -5.4118  1.8814  -0.0299
H  -2.9807  3.8386  -0.6388
H  -1.6728  3.0920  0.2287
C  3.5457  1.5018  -0.9590
O  3.5518  2.4922  -1.6443
N  4.4214  0.5378  -1.0269
N  2.6265  1.1804  -0.1576
H  4.1782  -0.2663  -0.4661
H  5.1421  0.4588  -1.7301
H  2.6954  0.2477  0.2238
H  2.0137  1.8467  0.2903
C  2.2103  -3.7985  -0.4024
O  2.5160  -4.7576  0.3454
N  1.0336  -3.4866  -0.7471
N  2.9450  -2.7967  -0.7335
H  0.2438  -4.0827  -0.5448
H  0.9686  -2.8317  -1.5133
H  2.6147  -1.9491  -1.1722
H  3.8463  -2.8240  -0.2785
C  0.7566  -3.2516  3.7863
O  0.0244  -3.2750  4.7943
N  0.5381  -2.5540  2.7334
N  1.9524  -3.7750  3.7975
H  1.0343  -2.8054  1.8904
H  -0.3288  -2.0383  2.6817
H  2.3927  -4.0226  2.9229
H  2.0754  -4.2496  4.6805

Computed properties:
- net charge = +1
- energy relative to the best compared isomer or geometry (same formula, charge and spin) (eV) = 0.000
- M (g mol⁻¹) = 492.45
- 2S+1 = 2
- frontier orbital gap (spin up / spin down) (eV) = 8.805 / 3.003

2.
DFT (ωB97M-V/def2-TZVPD) results for a 17-piece molecular cluster, C7H37BO24 overall.

Cartesian coordinates (Å):
O  6.6506  -3.0151  4.3061
C  7.5973  -2.6506  5.0081
O  8.6992  -2.0681  4.5650
B  9.5833  -1.9144  5.6580
O  8.7500  -2.0955  6.8823
C  7.6366  -2.6847  6.5682
O  6.6887  -3.1690  7.1977
O  10.2438  -0.6223  5.6888
C  11.5100  -0.8223  5.8272
O  12.4408  0.0250  5.9356
C  11.8496  -2.3515  5.8098
O  10.6523  -2.9129  5.6480
O  12.9675  -2.9001  5.7031
C  9.8552  -7.3970  9.6461
C  9.9696  -7.2955  11.1433
C  8.8367  -7.9677  11.8398
O  11.2240  -7.7197  11.6806
H  10.6103  -6.7892  9.1475
H  8.8329  -7.1560  9.3548
H  9.9971  -8.4420  9.3705
H  9.8398  -6.2322  11.3451
H  8.9957  -9.0444  11.8976
H  7.9481  -7.7411  11.2506
H  8.5935  -7.7421  12.8781
O  17.7530  -5.2882  7.0112
H  18.3367  -5.7465  6.4066
H  17.1433  -4.8157  6.4445
O  17.5771  -0.3267  5.8681
H  16.6554  -0.3825  6.1203
H  17.9942  0.1485  6.5868
O  2.9130  -6.9004  2.4188
H  3.7347  -6.6320  2.8299
H  2.8339  -6.3362  1.6496
O  7.8633  -0.3741  0.2229
H  7.7566  -1.0344  0.9076
H  8.7211  0.0142  0.3955
O  0.7153  -1.7480  7.8693
H  1.3247  -1.6208  8.5964
H  0.3461  -0.8792  7.7109
O  6.1747  -1.4941  11.7667
H  6.2921  -2.1673  11.0964
H  6.9504  -1.5709  12.3223
O  8.9155  2.1007  9.0885
H  8.0288  1.7560  8.9820
H  9.4682  1.3226  9.1623
O  8.6364  3.3474  3.6394
H  9.0920  2.6989  4.1762
H  7.7580  3.3967  4.0166
O  12.0059  4.2247  7.5058
H  12.4641  3.4203  7.2623
H  11.1931  3.9243  7.9123
O  16.8054  -2.9692  10.4101
H  17.4057  -3.3189  11.0686
H  17.2328  -3.1535  9.5737
O  18.2301  -2.8976  2.5504
H  18.2596  -2.2294  3.2351
H  17.3030  -2.9669  2.3224
O  16.7425  1.2059  1.5958
H  15.8289  1.2404  1.3124
H  16.6953  1.1090  2.5469
O  14.4266  -5.0776  1.6153
H  13.6592  -4.7649  2.0943
H  14.6679  -5.8931  2.0547
O  1.0737  -1.8566  3.3978
H  1.9425  -2.2100  3.2069
H  0.9381  -2.0420  4.3270
O  1.9369  -6.7486  8.3983
H  1.5079  -7.0899  7.6136
H  2.6026  -6.1468  8.0654

Computed properties:
- net charge = -2
- M (g mol⁻¹) = 516.16
- frontier orbital gap (eV) = 3.729

3.
DFT (ωB97M-V/def2-TZVPD) results for C7H3AsNO5S4Ta as an isolated structure.

Cartesian coordinates (Å):
Ta  2.1476  1.4073  0.2615
S  2.4564  5.8604  1.2970
As  0.7511  5.0524  0.3766
S  2.9864  3.1093  -1.1820
S  0.4635  2.8090  1.0259
S  1.3522  4.2612  -1.7689
O  -2.6181  -4.3016  -0.2424
C  -3.0286  -3.1272  -0.2190
O  -4.1893  -2.6741  -0.2684
C  -1.9176  -2.0484  -0.1093
C  -2.2290  -0.6976  -0.0854
C  -1.2246  0.2469  0.0242
N  0.0694  -0.0807  0.1136
C  0.3737  -1.3818  0.0301
C  -0.5705  -2.3863  -0.0616
C  1.8386  -1.6622  -0.0826
O  2.2805  -2.7861  -0.2014
O  2.5559  -0.5868  -0.0541
H  -3.2673  -0.4021  -0.1485
H  -1.4429  1.3053  0.0695
H  -0.2651  -3.4206  -0.1237
O  3.4777  1.5035  1.3488

Computed properties:
- net charge = -2
- M (g mol⁻¹) = 565.24
- frontier orbital gap (eV) = 6.624

4.
DFT (ωB97M-V/def2-TZVPD) results for C7H3AsNO9ReS5 as an isolated structure.

Cartesian coordinates (Å):
Re  -0.4687  -1.1494  -0.4053
O  2.0684  4.1268  1.5297
C  1.5867  2.9477  1.1075
C  2.0257  2.3240  -0.0605
C  1.4618  1.1208  -0.4084
N  0.5188  0.5465  0.3354
C  0.1056  1.1265  1.4647
C  0.6127  2.3272  1.8916
C  -0.9144  0.2885  2.1838
O  -1.4133  0.6098  3.2303
O  -1.1103  -0.8371  1.5403
C  1.8391  0.2800  -1.6013
O  2.6955  0.6213  -2.3775
O  1.1800  -0.8442  -1.5944
H  2.7293  4.4633  0.9162
H  2.7935  2.7432  -0.6986
H  0.2610  2.7662  2.8143
S  -0.0487  -3.8591  2.1466
As  -0.6661  -4.8104  0.2341
S  -2.7747  -1.9780  -0.1457
S  0.6429  -2.9480  0.3535
S  -2.7854  -4.0306  -0.0698
O  -0.9727  -2.1188  -2.2327
S  -2.0200  -1.1145  -2.5972
O  -2.4644  -1.0505  -3.9301
O  -1.6019  0.1209  -1.9142
O  -3.2803  -1.6720  -1.7120

Computed properties:
- energy relative to the best compared isomer or geometry (same formula, charge and spin) (eV) = 0.000
- M (g mol⁻¹) = 666.56
- frontier orbital gap (eV) = 7.034

Q: Which formula does entry 2 have?
A: C7H37BO24